35
Properties=species:S:1:pos:R:3 method="wB97M-V/def2-TZVPD" charge=+2 homo_lumo_gap_ev="7.83 / 3.84" largest_force_ev_per_a=2.61 multiplicity=2 e_above_lowest_ev=0.666 e_homo_ev="-17.03 / -17.03"
O 1.77 1.37 2.41
C 1.12 0.53 2.96
C 0.30 -0.49 2.11
N 0.79 -0.39 0.63
C 1.60 -1.67 0.22
C 1.15 -2.70 1.35
C 0.50 -1.95 2.50
H 1.18 0.30 4.00
H -0.73 -0.05 2.13
H 0.02 -0.21 -0.12
H 1.40 0.43 0.51
H 1.20 -1.95 -0.79
H 2.66 -1.44 0.35
H 1.97 -3.30 1.71
H 0.61 -3.44 0.77
H 1.15 -2.09 3.37
H -0.52 -2.34 2.73
H -1.41 0.00 -2.07
H -1.33 -1.50 -1.46
O -1.03 -0.56 -1.34
H -3.90 3.89 -0.32
H -3.35 3.48 -1.68
O -3.22 3.36 -0.72
H -0.38 1.28 -3.05
H -1.58 2.32 -3.46
O -1.16 1.47 -3.60
H 1.48 3.71 -0.30
H 2.59 2.69 -0.10
O 1.64 2.75 -0.24
H 0.52 -2.25 -3.36
H -0.35 -3.42 -3.82
O -0.31 -2.68 -3.18
H -2.18 1.43 0.32
H -0.83 2.11 0.67
O -1.38 1.33 0.87

=====

36
Properties=species:S:1:pos:R:3 method="wB97M-V/def2-TZVPD" charge=-1 homo_lumo_gap_ev=6.12 largest_force_ev_per_a=3.54 e_above_lowest_ev=4.052 e_homo_ev=-3.42
C 1.85 2.44 0.64
N 1.55 1.19 0.04
C 0.81 0.36 1.12
C 1.88 -0.67 1.60
S 0.92 -2.19 1.98
C -0.51 -0.27 0.53
O -1.46 0.29 0.09
C 0.68 3.37 0.55
H 2.87 2.78 0.19
H 2.05 2.20 1.66
H 0.91 1.27 -0.78
H 0.55 1.09 1.98
H 2.84 -0.68 0.79
H 2.40 -0.37 2.58
H -0.66 -1.35 0.50
H 0.48 3.90 -0.36
H -0.26 2.79 0.80
H 0.88 4.08 1.40
H -1.38 -0.36 3.33
H -0.46 -0.57 4.52
O -1.20 -0.10 4.23
H 1.68 -1.22 -0.79
H 1.89 -0.24 -2.13
O 2.05 -1.10 -1.65
H -3.21 -0.38 -2.37
H -2.43 -0.99 -1.38
O -2.57 -1.08 -2.34
H -1.09 -3.44 -1.25
H -0.17 -3.42 -2.32
O -1.14 -3.42 -2.22
H -0.24 0.72 -3.99
H 0.27 -0.76 -3.30
O 0.31 0.22 -3.27
H -2.03 2.94 -1.58
H -3.41 2.76 -1.07
O -2.90 3.27 -1.72

=====

36
Properties=species:S:1:pos:R:3 method="wB97M-V/def2-TZVPD" charge=0 homo_lumo_gap_ev=10.48 largest_force_ev_per_a=5.79 smiles="O=C(O)CCCCO.O.O.O.O.O.O" e_above_lowest_ev=1.440 e_homo_ev=-10.20
O -0.32 -1.83 -1.91
C -1.12 -2.13 -1.02
O -2.39 -1.76 -1.16
C -0.70 -2.82 0.31
C 0.19 -1.67 1.10
C 1.62 -1.39 0.55
C 2.38 -0.86 1.78
O 1.82 0.40 2.20
H -2.64 -1.27 -2.02
H 0.07 -3.52 0.12
H -1.65 -2.84 0.88
H -0.31 -0.67 1.12
H 0.07 -1.92 2.21
H 1.75 -0.84 -0.35
H 2.07 -2.35 0.30
H 3.47 -0.63 1.47
H 2.50 -1.53 2.61
H 2.17 1.27 1.77
O -0.71 0.84 2.91
H 0.27 0.51 3.03
H -1.08 0.46 3.64
O -3.01 1.46 -1.82
H -2.37 1.49 -2.43
H -2.76 1.54 -0.92
O 0.06 1.97 -2.55
H -0.22 2.61 -3.15
H 0.80 1.94 -1.92
O -1.85 1.80 0.54
H -1.91 2.26 1.37
H -1.42 1.00 0.82
O 1.75 0.12 -3.14
H 1.23 0.81 -3.41
H 1.18 -0.51 -2.71
O 0.72 2.40 -0.04
H -0.27 2.28 0.11
H 0.61 3.37 -0.27

=====

40
Properties=species:S:1:pos:R:3 method="wB97M-V/def2-TZVPD" charge=+1 homo_lumo_gap_ev="8.09 / 4.06" largest_force_ev_per_a=2.85 multiplicity=2 e_homo_ev="-13.45 / -13.45"
O 1.18 1.76 0.65
C 1.39 0.56 0.81
O 2.32 -0.03 0.04
C 0.61 -0.37 1.73
C -0.18 -1.48 0.97
C -1.14 -1.09 -0.16
C -2.03 0.14 0.17
O -1.88 1.15 -0.39
H 2.36 -1.00 -0.01
H 1.18 -0.97 2.39
H -0.05 0.22 2.33
H 0.54 -2.10 0.47
H -0.74 -2.09 1.64
H -0.61 -0.83 -1.06
H -1.76 -1.90 -0.52
H -2.66 0.09 1.13
H -2.07 -3.80 -3.11
H -0.90 -2.74 -2.69
O -1.74 -3.20 -2.38
H 1.81 -2.01 -1.90
H 2.60 -3.24 -1.58
O 2.14 -2.53 -1.11
H 1.71 -0.95 -4.01
H 0.54 -0.73 -2.92
O 1.18 -1.35 -3.31
H -3.27 -0.08 3.66
H -2.26 1.02 3.38
O -2.95 0.51 2.94
H -1.17 3.49 1.41
H 0.39 3.30 1.32
O -0.28 3.74 1.82
H 0.75 2.78 4.63
H -0.17 3.20 3.50
O -0.15 2.72 4.37
H 2.00 1.86 -2.22
H 3.05 1.03 -1.47
O 2.94 1.47 -2.32
H -1.09 0.94 -2.00
H -0.92 1.65 -3.33
O -0.65 0.85 -2.85